[1]
2 unconnected molecules or ions with the total composition C4H12 at a distorted geometry, computed with ωB97M-V with the def2-TZVPD basis set.

```
16
Properties=species:S:1:pos:R:3:nbo_charge:R:1
C 0.439 0.970 1.781 -0.608
C -0.420 -0.841 -1.679 -0.610
C -1.816 -1.417 -1.241 -0.615
C 1.788 1.309 1.130 -0.604
H 2.123 0.414 0.590 0.198
H -2.206 -2.285 -1.767 0.207
H 1.603 2.142 0.459 0.206
H 0.434 0.038 2.333 0.208
H 0.287 -1.147 -0.927 0.202
H -2.533 -0.591 -1.257 0.205
H 0.053 1.882 2.259 0.204
H -0.416 0.248 -1.666 0.203
H -1.649 -1.784 -0.229 0.202
H -0.260 0.915 0.934 0.196
H -0.182 -1.234 -2.668 0.207
H 2.558 1.440 1.890 0.201
```

Output
LUMO energy: 1.12 eV
relative energy (zero: lowest compared OMol25 entry of this formula, charge and spin): 0.497 eV
SMILES: CC.CC
charge: 0
E: -159.5667 Ha

---

[2]
2 unconnected molecules or ions with the total composition C4H12 at a distorted geometry, computed with ωB97M-V with the def2-TZVPD basis set.

```
16
Properties=species:S:1:pos:R:3:nbo_charge:R:1
C -1.070 1.944 -0.284 -0.630
C 0.279 2.272 0.221 -0.608
C 0.689 -2.749 0.050 -0.597
C 0.067 -1.418 -0.010 -0.623
H -1.192 0.879 -0.024 0.214
H 1.638 -2.646 0.605 0.193
H 0.055 -3.421 0.619 0.201
H -0.871 -1.585 -0.471 0.202
H -0.022 -1.000 0.986 0.209
H -1.097 2.008 -1.407 0.205
H 0.276 3.177 0.922 0.204
H 0.679 1.358 0.890 0.193
H 1.015 -3.159 -0.891 0.205
H 0.367 -0.874 -0.793 0.211
H -1.748 2.592 0.190 0.212
H 1.113 2.379 -0.488 0.210
```

Output
LUMO energy: 1.12 eV
relative energy (zero: lowest compared OMol25 entry of this formula, charge and spin): 1.253 eV
SMILES: CC.CC
charge: 0
E: -159.5389 Ha

---

[3]
2 unconnected molecules or ions with the total composition C4H12 at a distorted geometry, computed with ωB97M-V with the def2-TZVPD basis set.

```
16
Properties=species:S:1:pos:R:3:nbo_charge:R:1
C 2.080 -0.795 -0.625 -0.610
C -1.522 0.733 -0.656 -0.608
C 2.127 -0.404 0.850 -0.613
C -2.582 0.523 0.403 -0.613
H -1.459 1.788 -0.923 0.203
H 1.300 -0.188 -1.081 0.202
H 2.005 0.666 1.000 0.204
H -3.566 0.959 0.195 0.203
H 1.835 -1.853 -0.707 0.203
H -2.939 -0.493 0.455 0.202
H 1.373 -0.950 1.423 0.205
H -1.822 0.200 -1.558 0.204
H -0.556 0.366 -0.325 0.204
H 3.038 -0.731 1.360 0.204
H 2.981 -0.647 -1.220 0.206
H -2.295 0.825 1.408 0.203
```

Output
LUMO energy: 1.13 eV
relative energy (zero: lowest compared OMol25 entry of this formula, charge and spin): 0.257 eV
SMILES: CC.CC
charge: 0
E: -159.5755 Ha

---

[4]
2 unconnected molecules or ions with the total composition C4H12 at a distorted geometry, computed with ωB97M-V with the def2-TZVPD basis set.

```
16
Properties=species:S:1:pos:R:3:nbo_charge:R:1
C -0.395 1.474 0.939 -0.601
C 0.476 0.819 2.051 -0.609
C 0.626 -1.532 -1.613 -0.609
C -0.652 -0.737 -1.353 -0.612
H -0.609 0.404 -1.558 0.206
H -1.114 0.757 0.602 0.205
H 0.997 -1.383 -2.648 0.211
H 1.377 -1.268 -0.928 0.201
H 1.440 1.237 2.096 0.206
H -1.045 -1.004 -0.361 0.200
H -0.164 0.996 2.932 0.206
H -0.913 2.377 1.221 0.201
H -1.430 -0.981 -2.071 0.203
H 0.505 -0.280 1.828 0.200
H 0.200 1.637 -0.023 0.193
H 0.428 -2.639 -1.242 0.202
```

Output
LUMO energy: 1.13 eV
relative energy (zero: lowest compared OMol25 entry of this formula, charge and spin): 0.870 eV
SMILES: CC.CC
charge: 0
E: -159.5530 Ha

---

[5]
2 unconnected molecules or ions with the total composition C4H12 at a distorted geometry, computed with ωB97M-V with the def2-TZVPD basis set.

```
16
Properties=species:S:1:pos:R:3:nbo_charge:R:1
C -1.262 1.397 -0.984 -0.618
C 0.760 -1.121 0.818 -0.613
C 1.489 -0.392 1.944 -0.622
C -0.973 0.120 -1.784 -0.618
H 0.839 -2.204 0.915 0.205
H -1.997 2.025 -1.488 0.210
H -0.304 1.876 -0.787 0.206
H -0.296 -0.857 0.852 0.205
H 2.182 -1.094 2.411 0.205
H 1.210 -0.868 -0.139 0.209
H -1.765 -0.123 -2.494 0.201
H -1.733 1.195 -0.022 0.203
H -0.102 0.260 -2.419 0.204
H 1.959 0.523 1.595 0.205
H 0.959 -0.008 2.821 0.207
H -0.964 -0.801 -1.210 0.212
```

Output
LUMO energy: 1.17 eV
relative energy (zero: lowest compared OMol25 entry of this formula, charge and spin): 0.487 eV
SMILES: CC.CC
charge: 0
E: -159.5671 Ha

---

[6]
2 unconnected molecules or ions with the total composition C4H12 at a distorted geometry, computed with ωB97M-V with the def2-TZVPD basis set.

```
16
Properties=species:S:1:pos:R:3:nbo_charge:R:1
C -1.003 2.115 -1.656 -0.609
C 0.840 -0.991 2.039 -0.608
C -0.026 0.923 -1.712 -0.615
C 0.123 -2.217 1.421 -0.618
H 0.221 0.643 -0.693 0.204
H 1.809 -1.149 2.515 0.202
H -1.622 2.112 -0.767 0.202
H -1.691 2.138 -2.500 0.203
H -0.454 3.058 -1.636 0.202
H -0.580 -2.729 2.051 0.212
H -0.378 -1.811 0.539 0.204
H 0.897 1.282 -2.172 0.202
H 1.011 -0.282 1.229 0.198
H 0.276 -0.461 2.811 0.202
H -0.344 0.145 -2.395 0.210
H 0.921 -2.776 0.928 0.209
```

Output
LUMO energy: 1.13 eV
relative energy (zero: lowest compared OMol25 entry of this formula, charge and spin): 0.468 eV
SMILES: CC.CC
charge: 0
E: -159.5678 Ha